[1]
Here is a molecular structure, C51H44N5O2P2Se2Te2Y from the Open Molecules 2025 dataset. Energies are from ωB97M-V/def2-TZVPD.

Geometry as XYZ:
```
109
Properties=species:S:1:pos:R:3:forces:R:3
Y 1.2114 0.4118 2.0287 0.08 0.32 0.18
C 4.3138 0.5423 -1.4717 0.01 0.07 0.00
C 4.8062 1.8337 -1.4844 -0.02 -0.06 0.00
C 4.1811 2.7939 -0.7086 0.06 0.05 -0.03
C 3.0828 2.4405 0.0587 -0.11 0.00 0.07
N 2.6054 1.1898 0.0740 0.08 0.01 -0.07
C 3.2250 0.2705 -0.6646 -0.03 0.02 -0.03
C 2.3478 3.4304 0.8922 0.07 -0.10 -0.07
C 2.7211 4.7641 0.9326 0.05 0.06 -0.03
C 1.9517 5.6471 1.6641 -0.01 -0.03 0.01
C 0.8383 5.1742 2.3257 0.03 0.07 -0.01
C 0.5358 3.8195 2.2596 -0.05 0.02 0.02
N 1.2850 2.9667 1.5580 0.04 -0.11 0.04
C -0.6037 3.2567 3.0244 -0.02 0.09 -0.03
C -1.5031 4.0893 3.6744 -0.02 0.03 0.03
C -2.4709 3.5368 4.4977 0.03 -0.02 0.02
C -2.5120 2.1672 4.6333 -0.06 0.02 -0.07
C -1.6221 1.4002 3.8972 -0.09 0.11 -0.11
N -0.6898 1.9224 3.0952 0.07 -0.20 0.07
H 4.7583 -0.2554 -2.0493 0.01 -0.01 -0.02
H 5.6698 2.0955 -2.0808 0.01 0.00 -0.01
H 4.5611 3.8039 -0.7014 0.00 -0.02 0.00
H 2.8515 -0.7344 -0.5788 -0.02 -0.03 0.00
H 3.5952 5.1147 0.4065 -0.01 -0.01 0.02
H 2.2202 6.6928 1.7232 0.01 0.02 -0.01
H 0.2400 5.8503 2.9145 0.01 -0.02 -0.01
H -1.4550 5.1607 3.5564 0.01 -0.02 0.01
H -3.1644 4.1756 5.0277 -0.03 0.01 0.00
H -3.2293 1.6752 5.2740 -0.01 0.00 0.01
H -1.6667 0.3217 3.9264 0.02 -0.02 0.03
C -0.5209 -1.4196 -2.3624 0.02 0.12 0.03
N -1.8748 -0.9889 -2.0017 -0.04 -0.10 0.03
C -1.9979 0.4422 -1.8614 0.12 -0.02 -0.02
P -1.2771 1.2165 -0.2993 -0.31 0.00 -0.01
C -1.3382 2.9228 -0.9770 0.08 -0.07 0.02
C -2.5117 3.5526 -1.3946 -0.03 -0.01 -0.01
C -2.4675 4.8003 -1.9953 0.01 0.04 -0.02
C -1.2493 5.4340 -2.2072 0.00 -0.04 0.01
C -0.0737 4.8009 -1.8361 -0.02 0.01 -0.01
C -0.1236 3.5523 -1.2318 0.04 -0.01 -0.02
C -2.7954 1.0707 0.7267 0.15 -0.08 0.04
C -3.1595 -0.2317 1.0788 0.08 -0.01 -0.07
C -4.2787 -0.4650 1.8621 0.00 0.02 -0.02
C -5.0549 0.5997 2.2981 0.00 0.00 -0.02
C -4.6949 1.8958 1.9598 -0.02 -0.01 0.07
C -3.5673 2.1333 1.1882 0.12 0.02 0.07
C -2.9209 -1.6377 -2.7203 -0.09 0.07 0.02
C -3.0170 -3.0305 -2.6701 -0.02 0.06 0.01
C -4.0245 -3.6945 -3.3459 0.00 0.01 -0.01
C -4.9700 -2.9922 -4.0820 0.00 -0.02 0.01
C -4.8811 -1.6134 -4.1393 0.04 0.03 0.03
C -3.8648 -0.9366 -3.4741 0.02 -0.10 -0.02
P 0.5149 -2.0756 -0.9527 -0.05 -0.23 -0.05
C -0.2540 -3.7353 -0.7657 -0.02 0.07 -0.04
C -0.0795 -4.7543 -1.7036 0.03 0.03 -0.01
C -0.7897 -5.9391 -1.5985 -0.01 -0.01 0.01
C -1.6887 -6.1250 -0.5549 0.01 0.04 0.01
C -1.8630 -5.1228 0.3863 0.02 -0.02 -0.05
C -1.1471 -3.9377 0.2804 0.04 0.11 0.12
C 2.0122 -2.5434 -1.9262 -0.02 0.00 0.12
C 2.9260 -3.4070 -1.3112 -0.04 0.00 -0.04
C 4.1093 -3.7510 -1.9418 0.01 0.01 -0.03
C 4.4095 -3.2404 -3.2005 0.01 -0.02 0.03
C 3.5136 -2.3854 -3.8184 -0.01 0.02 0.01
C 2.3255 -2.0356 -3.1839 0.01 0.00 -0.04
H 0.0213 -0.5505 -2.7592 -0.03 -0.04 -0.05
H -0.5756 -2.1655 -3.1569 0.02 -0.02 -0.01
H -3.0518 0.7078 -1.8125 0.03 0.00 -0.03
H -1.5506 0.9764 -2.7143 0.01 0.02 0.02
H -3.4689 3.0678 -1.2528 -0.01 0.01 -0.01
H -3.3871 5.2787 -2.3058 -0.02 0.01 -0.01
H -1.2189 6.4092 -2.6745 0.00 0.02 -0.01
H 0.8830 5.2729 -2.0199 0.01 0.00 0.00
H 0.7958 3.0466 -0.9701 -0.07 0.01 -0.04
H -2.5576 -1.0700 0.7357 -0.07 0.06 0.03
H -4.5369 -1.4786 2.1359 -0.01 -0.04 0.01
H -5.9317 0.4203 2.9066 -0.01 0.00 0.01
H -5.2849 2.7326 2.3119 -0.01 0.01 0.01
H -3.2814 3.1547 0.9723 0.00 -0.03 0.02
H -2.3130 -3.5919 -2.0759 0.01 -0.01 0.01
H -4.0753 -4.7736 -3.2797 -0.01 -0.02 0.00
H -5.7633 -3.5135 -4.5996 -0.01 -0.01 -0.01
H -5.5998 -1.0456 -4.7159 -0.02 0.01 -0.01
H -3.8137 0.1367 -3.5750 0.01 0.05 0.01
H 0.6063 -4.6229 -2.5312 0.03 0.02 -0.01
H -0.6440 -6.7182 -2.3354 0.00 -0.02 -0.01
H -2.2420 -7.0514 -0.4738 -0.01 -0.02 0.00
H -2.5489 -5.2598 1.2113 -0.02 -0.01 0.02
H -1.2684 -3.1722 1.0379 0.01 -0.07 -0.07
H 2.6935 -3.8099 -0.3341 0.01 -0.01 0.04
H 4.7987 -4.4255 -1.4505 0.02 -0.01 0.00
H 5.3323 -3.5138 -3.6954 0.01 0.00 0.00
H 3.7317 -1.9865 -4.8008 0.00 0.01 -0.02
H 1.6517 -1.3628 -3.6947 -0.01 0.01 -0.03
Se 2.5286 1.5960 4.2870 -0.03 -0.03 0.01
Te 1.0431 0.5580 6.0271 0.04 -0.06 -0.03
Te 0.9744 -1.9321 4.9848 0.02 -0.03 0.01
Se -0.5154 -1.6267 2.9846 -0.05 -0.02 -0.10
O 2.1757 -3.2381 1.7337 -0.03 -0.02 -0.01
C 3.0620 -2.4821 2.0789 0.09 0.36 0.00
C 4.3769 -2.9400 2.6926 0.04 -0.02 0.07
C 5.1538 -1.6520 2.9132 0.00 -0.02 0.06
C 4.2956 -0.5953 2.2452 -0.23 -0.12 -0.07
O 4.6467 0.5500 2.0221 -0.01 0.06 -0.01
N 3.0482 -1.1042 1.9287 0.01 -0.21 0.10
H 4.8676 -3.6291 2.0039 -0.02 -0.02 -0.01
H 4.1571 -3.4873 3.6096 -0.01 -0.01 -0.04
H 6.1636 -1.6473 2.5073 0.01 0.04 -0.01
H 5.2121 -1.3774 3.9686 0.03 0.01 -0.01
```
Forces are in eV/Å.

Results
**Net charge**: 0
**HOMO**: -6.463 eV

These are the Mulliken partial charges, in e, on atoms 1 to 2:
1. Y -0.520
2. C -0.626

=====

[2]
Here is a gas-phase ion, C6H10N3 (charge +1) in a non-equilibrium geometry from the Open Molecules 2025 dataset. Energies are from ωB97M-V/def2-TZVPD.

Geometry as XYZ:
```
19
Properties=species:S:1:pos:R:3:forces:R:3
C -2.3574 -0.0860 0.2121 -2.74 -4.01 -1.14
N -1.0301 0.3583 0.0139 1.59 -0.22 -0.43
C -0.7354 1.6805 -0.0086 2.06 0.44 -1.49
C 0.5785 2.0952 -0.2980 -1.98 -2.92 1.48
C 1.6631 1.1914 -0.2050 -1.83 -1.47 0.78
C 1.3749 -0.1829 0.0879 -1.38 2.33 -0.60
N 2.3011 -1.1603 0.2869 2.33 1.06 -0.53
C -0.0316 -0.5065 -0.0581 2.57 -5.54 -0.48
N -0.2217 -1.9596 -0.2748 -0.98 2.27 0.44
H -2.8592 0.7041 0.6666 -1.02 0.97 1.23
H -3.0590 -0.3547 -0.7113 2.13 0.73 1.25
H -2.3699 -1.0862 0.8150 0.08 2.15 -0.68
H -1.5826 2.3228 -0.0155 -0.34 0.53 0.21
H 0.6850 3.1107 -0.4005 0.67 2.16 -0.35
H 2.6440 1.5945 -0.2589 0.82 -0.04 -0.14
H 3.2689 -0.7899 0.3073 -1.01 -0.44 -0.14
H 2.2741 -2.0067 0.8280 -0.94 0.12 0.19
H 0.5655 -2.6466 -0.2849 -1.09 1.55 -0.15
H -1.1081 -2.2780 -0.7020 1.06 0.34 0.53
```
Forces are in eV/Å.

Results
**Net charge**: +1
**HOMO**: -12.339 eV

These are the natural (NBO) partial charges, in e, on atoms 1 to 2:
1. C -0.436
2. N -0.301

=====

[3]
Here is a molecular structure, C30H52BrN3P2SZn in a non-equilibrium geometry from the Open Molecules 2025 dataset. Energies are from ωB97M-V/def2-TZVPD.

Geometry as XYZ:
```
90
Properties=species:S:1:pos:R:3:forces:R:3
N -5.3465 2.6181 -2.7963 -0.29 0.42 0.18
C -5.0858 2.9060 -1.5190 0.48 -0.75 0.08
C -3.9215 2.4496 -0.8761 0.11 0.06 -0.41
C -2.9473 1.7809 -1.6403 -1.39 -0.68 -0.29
C -3.3039 1.3773 -2.9523 -0.41 0.60 0.05
C -4.5060 1.8583 -3.4952 0.45 -0.49 0.71
C -1.5525 1.8029 -1.1914 1.01 1.10 -2.78
Zn -0.3177 0.4298 -0.4423 -0.61 -2.60 2.39
P 1.8272 0.0054 -0.4016 1.56 1.94 0.14
C -0.5293 1.4387 -2.1516 -2.48 2.69 -0.37
C 0.4563 2.4167 -2.6270 1.19 -0.03 0.51
C 0.8793 2.3838 -3.9793 -0.27 0.08 0.70
C 1.8968 3.2311 -4.4104 -0.01 0.05 0.39
C 2.5666 4.0636 -3.4859 -1.55 -1.08 0.54
C 2.0966 4.1576 -2.1620 -0.36 -0.37 -0.13
C 1.0432 3.3420 -1.7414 0.14 0.24 -0.63
Br 4.1083 4.9083 -3.9683 0.90 0.73 -0.39
H -1.3481 2.6447 -0.5015 0.08 -0.55 -0.47
H -0.7717 0.6651 -2.8838 -0.16 0.15 0.23
H -3.7437 2.6497 0.1824 0.01 0.19 -0.34
H -2.6534 0.7888 -3.6022 -0.10 0.34 0.23
H -5.8110 3.5065 -0.9576 0.19 -0.26 -0.39
H -4.7852 1.6240 -4.5284 0.09 0.10 0.41
H 0.3728 1.6874 -4.6607 0.38 0.35 0.14
H 0.7134 3.4119 -0.6995 0.14 -0.07 -0.36
H 2.2007 3.2249 -5.4532 0.05 -0.02 0.19
H 2.5679 4.8138 -1.4307 0.00 -0.08 -0.37
P -0.8990 -2.0913 -0.8691 -0.29 0.50 0.28
C 3.0763 1.3012 -0.2193 0.17 0.81 0.26
C 4.4742 0.6561 -0.1963 0.35 0.11 -0.16
H 2.8705 1.8017 0.7394 0.13 0.04 -0.30
H 2.9771 2.0492 -1.0193 0.15 -0.33 0.40
H 5.1073 1.1364 0.5643 -0.12 -0.17 -0.33
H 4.4031 -0.4063 0.0577 0.28 0.19 -0.24
H 4.9774 0.7381 -1.1695 -0.16 0.02 0.36
C 2.1845 -0.3041 -2.2758 -0.24 -1.30 -0.06
C 3.3496 -1.1360 -2.8157 0.29 -0.10 0.01
H 2.2529 0.7106 -2.6989 -0.05 -0.15 0.75
H 1.2438 -0.7221 -2.6698 0.29 0.16 0.24
H 3.1385 -1.4129 -3.8643 0.05 0.08 0.46
H 4.2894 -0.5666 -2.8235 -0.31 -0.24 0.10
H 3.5074 -2.0561 -2.2391 0.00 0.17 -0.23
C 1.9187 -0.5469 1.4386 -0.05 -1.63 -0.73
C 3.1802 -1.1500 2.0270 0.06 -0.17 0.12
H 1.0927 -1.2682 1.5200 0.12 0.21 0.21
H 1.6305 0.3606 1.9909 -0.03 -0.03 -0.65
H 2.9943 -1.3765 3.0871 0.09 0.03 -0.24
H 3.4050 -2.0964 1.5147 0.20 0.29 0.23
H 4.0358 -0.4658 1.9698 -0.30 -0.39 0.17
C -0.9502 -3.0947 0.6667 0.07 0.17 0.21
C -1.6475 -4.4568 0.6718 0.05 -0.22 -0.01
H -1.4013 -2.4290 1.4193 0.18 -0.17 -0.15
H 0.1055 -3.2451 0.9415 -0.18 0.12 0.07
H -2.6945 -4.4203 0.3420 0.38 0.03 0.02
H -1.0964 -5.1831 0.0598 -0.26 0.15 0.07
H -1.6408 -4.8406 1.7032 -0.03 0.05 -0.33
C 0.2248 -3.0122 -2.0210 0.00 -0.12 0.27
C -0.2031 -2.9691 -3.4859 -0.01 -0.25 -0.18
H 0.3200 -4.0549 -1.6739 -0.19 0.33 -0.12
H 1.2183 -2.5549 -1.8967 -0.29 -0.34 0.01
H -1.2499 -3.2795 -3.5875 0.30 0.08 -0.14
H -0.0869 -1.9781 -3.9447 -0.08 -0.12 0.16
H 0.4131 -3.6687 -4.0645 -0.18 0.20 0.07
C -2.6188 -2.0432 -1.5344 0.26 -0.27 -0.73
C -3.7290 -1.8229 -0.5051 -0.18 0.08 0.18
H -2.7980 -2.9616 -2.1208 -0.07 0.37 0.20
H -2.6241 -1.1936 -2.2442 0.02 -0.48 0.16
H -4.5873 -1.3569 -1.0065 0.18 -0.14 0.16
H -4.0746 -2.7722 -0.0786 0.12 0.28 -0.04
H -3.4226 -1.1589 0.3163 -0.15 -0.26 -0.31
C -0.9873 -2.3117 5.8932 0.04 -0.04 0.23
C -0.3775 -1.4398 4.8185 0.11 0.17 0.17
N -1.4311 -0.6741 4.1075 0.02 0.11 -1.12
C -1.0958 0.2850 3.2014 0.70 0.63 0.46
S -1.7712 0.3474 1.6167 -0.11 -0.01 0.09
N -0.2278 1.2588 3.5733 -1.11 -0.34 -0.24
C -0.1648 1.7800 4.9577 0.18 -0.04 0.02
C 1.1947 2.4009 5.1788 0.28 0.14 0.21
H -1.5727 -1.7218 6.6044 0.07 -0.06 -0.12
H -0.1796 -2.7981 6.4421 -0.09 -0.03 0.00
H -1.6243 -3.0980 5.4801 0.02 0.11 -0.02
H 0.3201 -0.7221 5.2549 -0.03 -0.25 -0.05
H 0.1943 -2.0543 4.1023 -0.25 0.21 0.06
H -2.2173 -1.2497 3.8031 0.38 0.16 0.00
H -0.1536 1.9903 2.8646 0.08 -0.39 0.28
H -0.9626 2.5226 5.1050 0.11 -0.25 -0.12
H -0.3464 0.9558 5.6444 -0.03 0.23 -0.06
H 1.2909 3.3499 4.6436 0.01 -0.10 0.02
H 1.3499 2.6046 6.2399 0.00 0.04 -0.11
H 1.9898 1.7295 4.8384 -0.09 0.06 0.11
```
Forces are in eV/Å.

Results
**Net charge**: +2
**HOMO**: -13.399 eV

These are the Mulliken partial charges, in e, on atoms 1 to 2:
1. N -0.542
2. C -0.501

=====

[4]
Here is 2 unconnected molecules or ions with the total composition C8H11ClNS in a non-equilibrium geometry from the Open Molecules 2025 dataset. Energies are from ωB97M-V/def2-TZVPD.

Geometry as XYZ:
```
22
Properties=species:S:1:pos:R:3:forces:R:3
C 0.5818 2.5167 1.9859 1.72 1.11 0.97
C -0.5526 1.6755 1.9493 1.63 0.07 -1.65
C 1.6545 2.3349 1.1002 0.01 -0.98 -1.45
C -0.7683 0.6914 1.0260 0.44 1.16 1.57
C 1.4484 1.3756 0.1478 1.52 -0.39 -1.54
C 0.3071 0.5318 0.1198 -0.62 -1.74 -2.15
C -1.2152 -0.8178 -1.3754 0.27 1.10 -1.02
C 0.2079 -0.4310 -0.9457 -3.27 0.92 1.55
N -1.3040 -2.0866 -1.9962 -2.07 -0.52 -1.09
S 0.1705 -2.7104 0.5735 0.89 -0.95 0.42
Cl 1.4362 -0.7741 -1.9983 1.02 -0.35 -1.05
H 0.7901 3.3223 2.7178 -1.02 -0.67 -0.22
H -1.3261 1.8091 2.5793 -2.19 0.84 2.49
H 2.6186 2.8490 0.9674 -0.86 0.36 0.88
H -1.7207 0.1873 1.2365 0.73 -0.41 -1.12
H 2.1511 1.2085 -0.7434 -0.87 0.47 1.76
H -1.5752 -0.0699 -2.1477 0.56 -0.07 0.44
H -2.1109 -0.8076 -0.7135 1.31 0.35 0.62
H -0.5794 -2.5224 -2.5227 1.02 0.19 -0.17
H -2.1453 -2.0369 -2.6079 0.72 -0.81 0.70
H 1.4846 -2.5644 0.9964 -0.97 -0.13 -0.48
H 0.4470 -3.6811 -0.3490 0.03 0.46 0.55
```
Forces are in eV/Å.

Results
**Net charge**: +1
**Spin multiplicity**: 3
**HOMO (spin up / spin down)**: -10.883 / -12.737 eV

These are the natural (NBO) partial charges, in e, on atoms 1 to 2:
1. C -0.087
2. C -0.159

=====

Number 1: electronic energy -8454.3320 a.u.. Number 2: electronic energy -398.6314 a.u.. Number 3: electronic energy -6772.2365 a.u.. Number 4: electronic energy -1224.1432 a.u..